Entry 1:
Entry from the Open Molecules 2025 dataset: a structure of composition C39H32BaN10O9S (ωB97M-V/def2-TZVPD).

CARTESIAN COORDINATES (ANGSTROEM)
Ba 11.37 12.08 16.38
C 9.91 8.91 12.76
C 8.76 8.22 13.13
C 8.23 8.47 14.39
C 8.83 9.37 15.28
N 9.93 10.07 14.88
C 10.39 9.83 13.66
N 8.33 9.46 16.58
C 9.16 9.65 17.54
N 10.49 9.70 17.51
C 10.98 9.53 18.77
N 12.17 9.20 19.06
C 12.96 9.03 17.96
C 13.55 7.78 17.74
C 14.23 7.55 16.56
C 14.31 8.61 15.67
C 13.85 9.83 16.01
N 13.17 10.07 17.14
C 9.81 9.58 19.79
C 9.70 9.63 21.13
C 8.40 9.79 21.70
C 7.28 9.87 20.88
C 7.44 9.83 19.47
C 8.71 9.67 18.98
H 10.35 8.81 11.78
H 8.27 7.58 12.42
H 7.33 7.97 14.70
H 11.35 10.33 13.44
H 13.38 7.01 18.49
H 14.80 6.66 16.33
H 14.83 8.49 14.73
H 13.96 10.70 15.38
H 10.60 9.60 21.74
H 8.33 9.99 22.78
H 6.29 10.00 21.27
H 6.60 9.82 18.77
C 5.84 12.93 14.35
C 6.71 13.84 15.14
C 5.84 14.80 15.98
O 7.52 14.71 14.33
C 7.66 13.03 16.07
O 7.06 12.55 17.02
O 8.88 12.93 15.70
H 5.09 13.48 13.75
H 5.28 12.26 15.02
H 6.39 12.29 13.69
H 5.23 15.44 15.28
H 6.46 15.41 16.66
H 5.16 14.22 16.59
H 8.43 14.38 14.49
N 14.62 14.77 7.03
C 14.69 14.27 8.37
C 13.57 13.79 9.07
C 13.57 13.41 10.42
C 14.71 13.46 11.18
C 15.83 13.99 10.58
C 15.82 14.34 9.18
S 14.74 12.69 12.91
O 14.72 11.23 12.75
O 15.95 13.30 13.40
N 13.44 13.01 13.72
C 13.11 14.28 14.08
N 12.46 14.43 15.25
C 11.98 15.63 15.51
C 12.17 16.74 14.71
C 12.98 16.49 13.62
N 13.43 15.30 13.27
H 14.09 14.19 6.43
H 15.53 14.84 6.60
H 12.63 13.73 8.56
H 12.64 13.07 10.92
H 16.75 14.21 11.13
H 16.75 14.72 8.79
H 11.42 15.71 16.44
H 11.85 17.74 15.01
H 13.27 17.29 12.94
O 13.10 12.85 18.39
C 12.21 12.80 19.26
O 11.07 12.29 19.18
C 12.51 13.50 20.58
C 11.85 13.05 21.72
C 12.06 13.79 22.87
C 12.97 14.86 22.95
C 13.64 15.28 21.81
C 13.35 14.58 20.62
N 14.49 16.50 21.75
O 14.94 16.77 20.66
O 14.72 17.13 22.77
H 11.14 12.23 21.60
H 11.54 13.48 23.77
H 13.05 15.36 23.93
H 13.74 14.83 19.63

Calculated values
net charge = -2
energy relative to the best compared isomer or geometry (same formula, charge and spin) = 0.0 kcal per mole
orbital gap (spin up / spin down) = 6.474 / 6.475 eV

Here are the Mulliken charges for atoms 1 to 6, given in e:
1 Ba 1.61
2 C -0.85
3 C -0.29
4 C -0.84
5 C -0.21
6 N 0.57



Entry 2:
Entry from the Open Molecules 2025 dataset: a cluster of 15 separate species, C39H32Cl57FINO6P in total (ωB97M-V/def2-TZVPD).

CARTESIAN COORDINATES (ANGSTROEM)
O -2.15 -4.20 2.65
C -1.16 -3.81 3.20
I -0.53 -4.89 4.97
C -0.34 -2.58 2.74
C -1.26 -1.61 2.01
O -2.14 -0.94 2.89
C -3.26 -0.37 2.17
C -4.35 -1.46 2.11
C -4.70 -2.06 3.49
C -6.22 -2.29 3.57
F -6.71 -2.88 2.40
C -3.78 0.80 3.09
O -2.88 1.06 4.18
O -3.53 0.74 5.39
C -2.86 0.22 0.78
C -3.19 -0.62 -0.45
O -4.58 -0.49 -0.78
C -4.85 -1.47 -1.73
C -5.24 -2.74 -1.37
C -5.47 -3.71 -2.32
C -5.29 -3.40 -3.65
C -4.91 -2.13 -4.04
C -4.69 -1.17 -3.07
N -1.42 0.58 0.88
P -0.92 1.67 -0.53
O 0.26 0.85 -1.26
Cl -0.11 3.37 0.37
C -0.51 -0.59 1.12
C 0.81 -0.03 1.74
C 2.09 -0.40 0.91
C 3.07 -1.29 1.64
C 4.05 -0.78 2.47
C 4.95 -1.61 3.09
C 4.90 -2.98 2.95
C 3.92 -3.50 2.13
C 3.04 -2.66 1.49
H 0.04 -2.10 3.65
H 0.45 -2.96 2.09
H -1.89 -2.24 1.36
H -5.25 -1.02 1.66
H -4.05 -2.30 1.48
H -4.22 -3.04 3.58
H -4.46 -1.41 4.34
H -6.74 -1.33 3.72
H -6.49 -2.93 4.43
H -4.75 0.58 3.54
H -3.86 1.75 2.55
H -3.07 -0.06 5.70
H -3.39 1.17 0.66
H -2.97 -1.69 -0.34
H -2.64 -0.28 -1.34
H -5.38 -3.02 -0.32
H -5.75 -4.71 -2.01
H -5.47 -4.17 -4.40
H -4.76 -1.87 -5.08
H -4.38 -0.16 -3.33
H -1.33 1.18 1.71
H 0.92 1.47 -1.63
H -0.24 -1.11 0.19
H 0.97 -0.33 2.77
H 0.78 1.07 1.75
H 1.81 -0.82 -0.06
H 2.63 0.54 0.69
H 4.12 0.31 2.59
H 5.74 -1.19 3.72
H 5.61 -3.64 3.45
H 3.89 -4.58 1.99
H 2.28 -3.11 0.85
C 5.78 2.91 4.82
Cl 7.51 2.60 5.05
Cl 5.06 1.57 3.89
Cl 4.98 3.02 6.39
Cl 5.56 4.42 3.94
C 8.38 -1.59 0.37
Cl 9.05 -3.12 -0.23
Cl 6.94 -1.92 1.35
Cl 9.59 -0.77 1.36
Cl 7.93 -0.56 -1.00
C 2.68 -0.30 -4.30
Cl 2.75 1.05 -3.15
Cl 0.99 -0.55 -4.77
Cl 3.66 0.08 -5.71
Cl 3.30 -1.77 -3.53
C -8.18 -5.92 5.41
Cl -7.54 -5.11 3.97
Cl -6.84 -6.58 6.36
Cl -9.08 -4.75 6.39
Cl -9.25 -7.23 4.92
C -6.93 3.29 1.95
Cl -8.52 2.63 2.32
Cl -7.09 4.75 0.98
Cl -6.07 3.66 3.45
Cl -6.00 2.09 1.02
C 8.59 -2.42 6.03
Cl 7.87 -0.85 5.65
Cl 7.48 -3.34 7.05
Cl 8.89 -3.31 4.53
Cl 10.11 -2.17 6.89
C 11.24 -0.31 -4.04
Cl 11.28 1.27 -3.24
Cl 10.21 -1.40 -3.11
Cl 10.58 -0.12 -5.67
Cl 12.88 -0.96 -4.14
C -4.60 6.49 -1.82
Cl -5.99 7.51 -1.42
Cl -4.89 4.86 -1.18
Cl -4.40 6.40 -3.57
Cl -3.14 7.16 -1.09
C 11.29 4.94 -5.63
Cl 9.87 5.78 -5.00
Cl 11.05 3.20 -5.51
Cl 11.54 5.39 -7.33
Cl 12.73 5.39 -4.69
C 4.75 3.95 -6.65
Cl 3.83 3.08 -7.89
Cl 4.38 3.26 -5.06
Cl 6.48 3.78 -6.98
Cl 4.30 5.65 -6.68
C -2.62 -2.91 -7.95
Cl -1.46 -2.12 -6.87
Cl -2.35 -4.66 -7.93
Cl -4.26 -2.57 -7.40
Cl -2.40 -2.30 -9.59
C -6.21 9.20 -6.18
Cl -7.07 8.25 -7.40
Cl -6.48 8.49 -4.59
Cl -4.47 9.19 -6.54
Cl -6.80 10.86 -6.20
C -12.75 -9.30 4.86
Cl -12.71 -7.72 5.67
Cl -13.83 -10.38 5.75
Cl -13.34 -9.10 3.21
Cl -11.12 -9.99 4.83
C 11.02 9.89 -4.01
Cl 12.00 10.83 -2.88
Cl 11.60 8.22 -4.06
Cl 9.33 9.92 -3.49
Cl 11.15 10.60 -5.63

Calculated values
net charge = +1
orbital gap = 8.906 eV

Here are the Mulliken charges for atoms 1 to 6, given in e:
1 O -0.46
2 C -0.15
3 I 0.04
4 C -0.08
5 C -0.49
6 O -0.49